109
Properties=species:S:1:pos:R:3:lowdin_charge:R:1 method="wB97M-V/def2-TZVPD" gap_ev="6.6533 / 7.0102" multiplicity=2 s2=0.7672 total_charge=+1 de_lowest_kcal_mol=0.0
Tc -0.84 -0.18 0.43 0.6342
C -0.34 5.22 0.34 -0.0412
C 0.70 4.22 0.71 -0.2243
C 2.02 4.51 0.86 0.0783
C 2.96 3.49 1.18 -0.1936
N 2.57 2.26 1.41 0.1958
N 1.27 1.99 1.29 -0.0235
B 0.74 0.56 1.62 -0.7356
N 1.87 -0.41 1.07 0.0160
N 2.56 -1.05 1.98 0.2105
C 3.53 -1.86 1.61 -0.1810
C 3.92 -1.91 0.27 0.0941
C 3.24 -1.20 -0.69 -0.1872
C 3.71 -1.19 -2.11 -0.0067
C 2.11 -0.50 -0.24 -0.3662
S 0.92 0.31 -1.31 1.0308
C 4.20 -2.69 2.68 -0.5371
C 5.69 -2.33 2.74 -0.0280
C 3.55 -2.45 4.04 -0.0444
C 4.03 -4.17 2.29 -0.0243
N 0.56 0.38 3.14 0.0137
N 1.51 0.89 3.92 0.1903
C 1.43 0.71 5.21 -0.1991
C 0.34 0.00 5.78 0.0787
C -0.64 -0.51 4.99 -0.2295
C -1.82 -1.26 5.52 -0.0512
C -0.51 -0.29 3.59 -0.5157
S -1.72 -0.84 2.49 0.7286
C 2.50 1.33 6.09 -0.5467
C 3.04 0.29 7.08 -0.0328
C 3.66 1.86 5.24 -0.0575
C 1.87 2.50 6.87 -0.0311
C 0.34 2.85 0.89 -0.5711
S -1.21 2.21 0.56 0.6860
C 4.45 3.78 1.21 -0.5477
C 4.73 4.85 2.28 -0.0292
C 4.87 4.32 -0.17 -0.0352
C 5.25 2.52 1.52 -0.0499
H 0.09 6.22 0.24 0.0882
H -1.13 5.25 1.09 0.0944
H -0.81 4.95 -0.61 0.0895
H 2.37 5.52 0.71 0.1288
H 4.79 -2.49 -0.02 0.1396
H 4.80 -1.17 -2.13 0.1020
H 3.35 -0.31 -2.65 0.0813
H 3.39 -2.08 -2.65 0.0819
H 5.82 -1.27 2.98 0.0888
H 6.20 -2.54 1.80 0.0820
H 6.18 -2.91 3.52 0.0944
H 3.65 -1.40 4.34 0.0593
H 4.04 -3.07 4.79 0.0956
H 2.49 -2.69 4.01 0.0921
H 4.51 -4.40 1.34 0.0857
H 2.97 -4.42 2.22 0.0812
H 4.49 -4.80 3.06 0.0952
H 0.29 -0.13 6.85 0.1284
H -1.77 -1.35 6.60 0.0882
H -1.86 -2.26 5.09 0.0906
H -2.75 -0.76 5.24 0.0891
H 3.47 -0.57 6.55 0.0784
H 2.26 -0.08 7.75 0.0803
H 3.82 0.74 7.69 0.0945
H 4.11 1.05 4.66 0.0727
H 4.42 2.30 5.89 0.0948
H 3.31 2.62 4.54 0.0653
H 1.05 2.16 7.51 0.0858
H 1.47 3.25 6.19 0.0925
H 2.62 2.97 7.50 0.0926
H 4.18 5.77 2.08 0.0826
H 5.79 5.09 2.29 0.0945
H 4.45 4.49 3.27 0.0810
H 4.37 5.26 -0.42 0.0825
H 4.65 3.59 -0.96 0.0911
H 5.94 4.51 -0.18 0.0932
H 4.97 2.10 2.48 0.0668
H 6.32 2.77 1.55 0.0930
H 5.10 1.76 0.76 0.0783
Cl -4.41 1.54 0.58 0.2794
Si -3.17 0.06 -0.05 -0.8480
Cl -4.14 -1.70 0.35 0.2697
Cl -3.04 0.13 -2.12 0.2557
Cl -2.02 -8.23 -2.17 0.6894
C -1.45 -6.75 -1.46 -0.6622
C -2.04 -5.55 -1.83 -0.0863
C -1.59 -4.37 -1.26 -0.0126
C -0.55 -4.40 -0.34 -0.1327
C 0.03 -5.61 0.02 -0.0075
C -0.42 -6.80 -0.54 -0.0895
C -0.03 -3.14 0.28 -0.5394
O 0.83 -3.15 1.14 0.0651
O -0.56 -2.04 -0.21 -0.2905
H -2.85 -5.55 -2.55 0.1105
H -2.04 -3.43 -1.53 0.1039
H 0.83 -5.62 0.75 0.1138
H 0.02 -7.75 -0.27 0.1086
Cl 1.38 -3.26 -4.40 0.7357
C 1.46 -1.59 -4.88 -0.5967
C 1.88 -1.29 -6.17 -0.0906
C 1.94 0.03 -6.58 -0.0650
C 1.58 1.04 -5.71 -0.0646
C 1.16 0.73 -4.42 -0.0572
C 1.11 -0.59 -3.98 -0.3132
C 0.63 -0.96 -2.60 -0.3767
H 2.14 -2.10 -6.84 0.1105
H 2.26 0.26 -7.59 0.1127
H 1.61 2.08 -6.03 0.1104
H 0.88 1.54 -3.75 0.0966
H -0.45 -1.12 -2.59 0.0585
H 1.08 -1.89 -2.25 0.0485